A cluster of 2 separate species, C4H4ClNO2 in total. Source: the Open Molecules 2025 dataset; level of theory: ωB97M-V/def2-TZVPD.

Each line ends with the Löwdin charge.
CARTESIAN COORDINATES (ANGSTROEM)
C  0.12  0.35  1.72  0.07
C  -1.69  0.47  -1.57  0.04
C  0.34  -0.59  0.82  -0.04
C  -2.36  -0.17  -0.83  -0.72
N  0.74  -1.49  0.02  -0.34
O  0.56  -2.70  0.16  -0.02
O  1.26  -1.16  -1.21  0.06
Cl  -3.42  -0.89  0.21  0.70
H  0.63  0.64  2.53  0.01
H  -0.85  1.04  1.71  0.11
H  -1.02  0.82  -2.26  0.01
H  1.18  -1.84  -1.88  0.12

Values from the calculation:
LUMO (spin up / spin down) = 0.6 / 0.6 eV
HOMO energy (spin up / spin down) = -8.86 / -8.86 eV
Relative energy (zero: lowest compared OMol25 entry of this formula, charge and spin) = 793.18 kJ/mol
Max |F| = 0.0960 Eh/bohr
SMILES = C=C=[N+]([O-])O.C#CCl